No. 1
ORCA calculation (ωB97M-V with the def2-TZVPD basis set) on a structure of composition C46H52BaFN6O3S3Sb at a distorted geometry.

Geometry as XYZ:
```
113
C46H52BaFN6O3S3Sb (ωB97M-V with the def2-TZVPD basis set)
Ba 1.2058 -1.5616 1.0471
C 2.1637 -6.0275 2.4384
C 1.1501 -4.9720 2.1550
N 0.8028 -4.0423 2.9654
O 1.4546 -4.1375 4.2040
C 0.4678 -4.9948 0.7969
C 0.4021 -6.2331 -0.0356
N -0.0107 -3.8663 0.4265
O -0.5996 -3.7008 -0.7635
H 2.8291 -5.7350 3.2430
H 2.7479 -6.2175 1.5402
H 1.6761 -6.9620 2.7254
H 1.1136 -3.3579 4.6659
H 0.0955 -7.0960 0.5563
H 1.3661 -6.4823 -0.4814
H -0.3115 -6.0684 -0.8407
N -1.1412 -1.1505 0.4338
S -1.3927 -1.5423 -0.9318
N -2.0978 0.1071 -1.6991
S -1.2004 1.2830 -1.9832
N 0.1706 1.7151 -1.3203
S 0.6204 2.0187 0.2369
N 1.1129 0.9181 1.0606
C -0.8061 2.8610 0.9347
C -1.6568 2.0175 1.6293
C -2.8223 2.5273 2.1791
C -3.1332 3.8689 2.0405
C -2.2844 4.7018 1.3224
C -1.1249 4.1999 0.7583
C 1.7854 3.3397 -0.0715
C 2.0152 4.2204 0.9820
C 3.0513 5.1356 0.8950
C 3.8749 5.1496 -0.2204
C 3.6640 4.2408 -1.2431
C 2.6235 3.3280 -1.1705
C -0.6979 1.2535 -3.7092
C -1.7170 0.8798 -4.5824
C -1.4649 0.8136 -5.9391
C -0.1970 1.1124 -6.4224
C 0.8058 1.4824 -5.5450
C 0.5583 1.5600 -4.1804
C -2.2587 2.7205 -1.9244
C -1.7616 3.9185 -2.4281
C -2.5711 5.0377 -2.4264
C -3.8634 4.9565 -1.9179
C -4.3378 3.7607 -1.4147
C -3.5383 2.6232 -1.4204
C -0.1011 -1.6512 -2.2450
C -0.4594 -2.1370 -3.4872
C 0.4754 -2.1955 -4.5079
C 1.7768 -1.7792 -4.2956
C 2.1431 -1.3073 -3.0474
C 1.2245 -1.2492 -2.0153
C -2.9166 -2.3754 -1.3648
C -3.3603 -3.2291 -0.3668
C -4.5798 -3.8612 -0.5364
C -5.3234 -3.6548 -1.6896
C -4.8607 -2.7941 -2.6711
C -3.6508 -2.1345 -2.5065
H -1.4153 0.9654 1.7030
H -3.4937 1.8695 2.7134
H -4.0395 4.2642 2.4772
H -2.5246 5.7474 1.1886
H -0.4866 4.8552 0.1837
H 1.4017 4.1884 1.8692
H 3.2227 5.8258 1.7088
H 4.6892 5.8571 -0.2818
H 4.3205 4.2326 -2.1028
H 2.4761 2.6071 -1.9570
H -2.6972 0.6431 -4.1939
H -2.2512 0.5255 -6.6227
H 0.0059 1.0561 -7.4818
H 1.7932 1.7115 -5.9195
H 1.3393 1.8469 -3.4964
H -0.7517 3.9704 -2.8148
H -2.1962 5.9718 -2.8202
H -4.4987 5.8300 -1.9168
H -5.3406 3.6963 -1.0170
H -3.8904 1.6742 -1.0432
H -1.4627 -2.4885 -3.6665
H 0.1778 -2.5752 -5.4755
H 2.5021 -1.8280 -5.0957
H 3.1612 -0.9980 -2.8514
H 1.5446 -0.8365 -1.0692
H -2.7635 -3.3860 0.5179
H -4.9470 -4.5261 0.2328
H -6.2692 -4.1624 -1.8177
H -5.4440 -2.6163 -3.5643
H -3.3068 -1.4193 -3.2379
F 3.1545 -2.6287 1.0600
C -1.6850 -0.7848 4.1553
C -0.3317 -0.4224 4.7115
C 0.1818 0.9647 4.4475
O 0.3411 -1.2530 5.2855
H -2.3777 0.0551 4.1935
H -2.0804 -1.6420 4.6949
H -1.5732 -1.0627 3.1040
H -0.6149 1.7022 4.5419
H 0.5162 1.0107 3.4053
H 1.0074 1.1876 5.1171
C 3.8231 -0.4593 5.8111
Sb 3.3887 -1.0220 3.8032
C 4.2915 0.7104 2.8834
C 5.0334 -2.3384 3.5559
H 4.8623 -0.1511 5.9131
H 3.6397 -1.3060 6.4680
H 3.1764 0.3549 6.1263
H 5.3450 0.7643 3.1609
H 3.7770 1.6050 3.2298
H 4.2059 0.6824 1.8027
H 5.9665 -1.8071 3.7542
H 5.0191 -2.7258 2.5437
H 4.9423 -3.1716 4.2512
```

As for the LUMO energy: 0.1069 eV. The calculation puts the molar mass at 1111.2 g mol⁻¹. The largest force on an atom is 0.06038 hartree/bohr. For the total energy, the calculation gives -106073.1695 eV. As for the HOMO energy: -7.23 eV.

***

No. 2
ORCA calculation (ωB97M-V with the def2-TZVPD basis set) on the molecule C5H7ClO at a distorted geometry.

Geometry as XYZ:
```
14
C5H7ClO (ωB97M-V with the def2-TZVPD basis set)
C -0.2226 2.5227 0.1584
C -0.2458 1.3154 0.1172
C 0.4468 -0.3779 -1.4432
C 0.4208 -0.9930 0.9879
C -0.2409 -0.0829 -0.1132
O -0.4493 -0.8999 2.0619
Cl -1.9664 -0.6044 -0.3281
H 0.0280 3.5838 0.4247
H 0.4334 -1.4438 -1.7099
H -0.1798 0.0584 -2.2345
H 1.4182 0.0674 -1.4400
H 0.6030 -2.0509 0.5268
H 1.3084 -0.5365 1.3461
H -1.3538 -0.5583 1.6458
```

As for the LUMO energy: 0.8373 eV. Its SMILES is C#C[C@](C)(Cl)CO. The calculation puts the molar mass at 118.6 g mol⁻¹. The largest force on an atom is 0.06505 hartree/bohr. For the total energy, the calculation gives -19865.5817 eV. As for the HOMO energy: -10.29 eV.